This record from the Open Molecules 2025 dataset describes a single C10H9FN2O molecule in a non-equilibrium geometry. The level of theory is the ωB97M-V functional and the def2-TZVPD basis.

XYZ file:
```
23
Properties=species:S:1:pos:R:3:forces:R:3
F -3.5666 0.9441 -0.6809 0.66 -0.18 0.12
O -2.1424 1.9660 -2.8089 -0.38 -0.14 -0.01
C 2.2461 -1.9379 2.3796 -0.66 0.81 0.16
C 1.1963 -1.5195 3.2868 0.42 -0.57 -0.46
C 1.8494 -1.5019 1.1412 0.30 -0.01 -0.96
C 0.2100 -0.9381 2.5455 0.27 0.23 0.19
C -1.5045 0.0911 0.2638 -0.84 -1.16 1.17
C 0.5570 0.3428 -0.9069 -0.48 -0.46 0.99
C -2.2235 0.7487 -0.7308 2.22 0.32 -0.34
C -1.5019 1.2725 -1.8118 -1.31 -0.62 0.44
C -0.1343 1.0021 -1.9098 0.31 0.67 -0.69
C -0.1182 -0.1646 0.2167 -0.43 1.01 -1.69
N 0.5322 1.4318 -3.0581 0.37 -0.11 0.29
N 0.5888 -0.8727 1.2082 0.58 -0.72 1.32
H -3.1084 1.8597 -2.6837 0.77 0.15 -0.08
H 3.2017 -2.4214 2.6260 -0.73 0.26 -0.23
H 1.1751 -1.6601 4.3575 -0.06 -0.02 -0.11
H 2.4164 -1.6376 0.2025 -0.78 0.28 0.59
H -0.7027 -0.5122 2.9299 -0.03 0.10 -0.34
H -2.1026 -0.3445 1.0657 0.20 0.13 -0.07
H 1.6241 0.2333 -0.9804 0.23 -0.08 -0.14
H 1.5377 1.6263 -2.9686 -1.10 -0.01 -0.23
H -0.0295 1.9922 -3.6832 0.45 0.11 0.08
```
Forces are in eV/Å.

E_LUMO = 0.7 eV
E_tot = -671.067562 hartree
HOMO-LUMO gap = 8.6 eV
Spin multiplicity = 1
Structure (SMILES) = Nc1cc(-n2cccc2)cc(F)c1O
Energy above the lowest of the compared OMol25 structures with the same formula, charge and spin = 0.0 kJ/mol

---

This record from the Open Molecules 2025 dataset describes a molecular structure, C38H34FN7O3S5Sr in a non-equilibrium geometry. The level of theory is the ωB97M-V functional and the def2-TZVPD basis.

XYZ file:
```
89
Properties=species:S:1:pos:R:3:forces:R:3
Sr -1.9456 -0.6781 -1.7199 -2.10 -0.44 -1.31
C -2.4453 2.0616 -6.5461 -0.02 0.00 0.08
C -3.7093 2.0292 -5.9625 0.00 0.00 0.00
C -3.8471 1.9287 -4.5882 -0.08 -0.06 -0.02
C -2.7222 1.8632 -3.7632 0.00 0.07 0.20
C -1.4587 1.8836 -4.3491 0.03 0.02 -0.08
C -1.3241 1.9851 -5.7329 -0.02 -0.02 0.10
N -2.8652 1.6801 -2.3579 0.08 0.02 -0.17
C -3.3794 2.6439 -1.6366 -0.14 0.06 0.10
C -3.6024 3.9863 -2.1705 0.02 -0.26 0.12
C -4.0884 4.9939 -1.4147 -0.11 0.07 0.31
C -4.4462 4.8062 -0.0355 0.03 0.22 -0.32
C -4.2793 3.5836 0.5092 0.11 -0.31 -0.05
C -3.7568 2.4633 -0.2259 0.00 0.16 0.03
N -3.7121 1.3388 0.5095 -0.10 0.25 -0.20
N -3.2610 0.2620 -0.0183 -0.49 0.04 1.30
C -3.2204 -0.8299 0.8740 0.04 -0.17 0.08
C -3.7916 -0.8664 2.1558 0.04 0.08 -0.11
C -3.6031 -1.9914 2.9262 -0.02 -0.04 0.04
C -2.8505 -3.0607 2.4349 -0.12 0.11 0.16
C -2.3449 -2.9536 1.1604 -0.04 0.19 -0.50
N -2.5341 -1.8804 0.3807 -0.30 -0.05 0.98
H -2.3394 2.1289 -7.6230 -0.01 -0.01 0.05
H -4.5969 2.0573 -6.5866 0.08 0.00 0.05
H -4.8289 1.8618 -4.1334 0.04 0.00 -0.03
H -0.5844 1.8112 -3.7155 0.00 -0.01 -0.02
H -0.3316 1.9980 -6.1727 -0.06 0.00 0.04
H -3.3326 4.1655 -3.2022 -0.01 -0.02 0.03
H -4.2056 5.9763 -1.8616 -0.01 -0.04 0.03
H -4.8460 5.6280 0.5456 0.02 -0.03 -0.05
H -4.5427 3.3867 1.5417 0.01 -0.02 -0.02
H -4.3602 -0.0146 2.4971 0.00 -0.02 0.02
H -4.0489 -2.0500 3.9136 0.03 0.02 -0.04
H -2.6854 -3.9569 3.0175 -0.01 0.02 -0.01
H -1.7690 -3.7613 0.7177 -0.04 0.08 -0.02
F 1.6197 1.2497 4.8520 0.03 0.02 0.21
C 2.1758 0.8697 3.6690 0.16 0.00 0.12
C 1.3392 0.6134 2.6266 -0.32 0.10 0.03
C 1.8546 0.1947 1.4123 -0.01 -0.13 -0.37
C 0.9271 -0.1298 0.3133 0.11 0.00 -0.01
O -0.2791 0.0570 0.4088 -0.04 0.01 0.03
C 1.5451 -0.6913 -0.8702 -0.10 0.05 0.11
C 2.8792 -0.7294 -0.9781 0.21 0.00 0.00
N 3.7472 -0.3535 0.0305 0.02 -0.02 0.12
C 5.1712 -0.3380 -0.1994 -0.20 -0.03 0.05
C 5.7950 -1.4078 -1.0316 0.05 -0.11 -0.13
C 6.0388 -1.3811 0.4479 0.07 -0.07 0.14
C 3.2392 0.0674 1.2485 0.10 -0.08 -0.18
C 4.0771 0.3754 2.3284 0.24 -0.02 -0.23
C 3.5677 0.7438 3.5582 -0.02 0.13 0.25
N 4.5005 0.9649 4.6205 -0.04 -0.13 0.23
C 5.3984 -0.1406 4.9312 -0.14 0.23 0.01
C 4.7795 -1.1006 5.9348 -0.08 0.10 0.13
N 4.4824 -0.3222 7.1993 -0.14 0.09 -0.33
C 3.5469 0.8404 6.9261 0.12 -0.10 0.02
C 4.1490 1.7056 5.8251 0.14 -0.13 -0.22
C 0.5296 -1.1829 -1.8789 0.68 -0.24 -0.38
O 0.0885 -2.3368 -1.6991 0.27 0.56 -0.13
O 0.0540 -0.3150 -2.6693 2.05 -0.23 -0.28
H 0.2617 0.7201 2.7285 0.13 -0.03 0.00
H 3.3624 -1.0773 -1.8809 -0.01 0.03 0.03
H 5.5910 0.6555 -0.2860 0.01 0.10 -0.04
H 6.5929 -1.1104 -1.6988 -0.04 -0.01 0.05
H 5.1631 -2.2000 -1.4135 0.04 0.07 0.06
H 7.0129 -1.0792 0.8166 -0.07 -0.01 -0.05
H 5.5363 -2.1391 1.0386 0.01 0.06 -0.06
H 5.1518 0.3450 2.2013 -0.09 -0.02 0.01
H 6.3327 0.2604 5.3424 0.02 0.01 -0.04
H 5.6511 -0.6976 4.0358 0.00 0.00 -0.07
H 5.4339 -1.9291 6.1950 0.05 -0.01 0.03
H 3.8300 -1.4833 5.5657 -0.07 -0.03 0.03
H 5.3599 0.0393 7.5694 0.13 0.05 0.07
H 4.0899 -0.9302 7.9126 -0.10 -0.09 0.07
H 3.4190 1.3895 7.8572 0.04 0.00 0.02
H 2.5996 0.4125 6.6233 -0.11 -0.08 -0.02
H 5.0671 2.1666 6.2109 0.00 0.02 -0.05
H 3.4593 2.5102 5.5987 -0.05 0.04 -0.05
C -1.7155 -1.9050 -5.8399 -0.01 0.02 -0.15
S -3.4617 -1.6974 -6.2752 0.07 0.06 -0.05
C -4.1940 -2.9512 -5.3050 -0.01 0.05 0.01
C -4.6230 -2.8171 -4.0253 0.05 -0.05 0.08
S -4.5672 -1.4632 -2.9515 0.02 -0.09 -0.13
S -5.3738 -4.2780 -3.4045 -0.12 -0.01 0.30
C -5.2354 -5.3057 -4.7788 0.05 -0.03 0.01
S -5.7794 -6.8681 -4.8340 0.02 0.06 0.01
S -4.4499 -4.5054 -6.0713 0.04 0.01 -0.20
H -1.1444 -1.2504 -6.5018 -0.04 -0.04 0.05
H -1.4059 -2.9379 -5.9893 0.01 0.01 -0.02
H -1.5316 -1.6065 -4.8139 0.02 0.05 0.14
```
Forces are in eV/Å.

E_LUMO = -2.2 eV
E_tot = -4198.964697 hartree
HOMO-LUMO gap = 3.3 eV
Spin multiplicity = 1
Energy above the lowest of the compared OMol25 structures with the same formula, charge and spin = 240.7 kJ/mol

---

This record from the Open Molecules 2025 dataset describes a molecular structure, C26H16BF12NO4V. The level of theory is the ωB97M-V functional and the def2-TZVPD basis.

XYZ file:
```
61
Properties=species:S:1:pos:R:3:forces:R:3
V 0.6231 -1.7497 -0.1355 0.04 0.42 -0.08
C -4.4933 0.2835 -4.7303 -0.05 0.03 -0.06
C -3.3369 0.2155 -3.7703 0.04 -0.02 0.03
C -2.6356 1.3407 -3.3663 -0.02 -0.04 0.01
C -1.5995 1.2418 -2.4636 0.08 0.03 0.02
C -1.1784 0.0217 -1.8687 -0.19 0.08 -0.13
N -0.1832 -0.0048 -0.9525 0.20 -0.74 0.01
C 0.2846 1.1260 -0.3070 -0.16 0.10 0.02
C -0.6375 2.0524 0.2201 0.04 -0.02 0.05
C -0.2559 3.1929 0.8905 0.04 -0.02 -0.02
C 1.0917 3.4751 1.0776 0.00 0.00 0.00
C 1.5556 4.7107 1.8031 0.01 0.02 0.03
C 2.0077 2.5473 0.6065 0.00 -0.02 0.03
C 1.6576 1.3667 -0.0479 -0.06 0.07 0.06
C 2.7755 0.3870 -0.4941 -0.01 0.02 -0.18
O 2.4523 -0.9096 -0.6179 -0.51 -0.28 0.20
C 3.2818 0.8888 -1.8779 0.04 0.05 -0.10
F 4.2996 0.1442 -2.3578 -0.04 0.04 0.02
F 3.7337 2.1724 -1.8742 -0.03 -0.03 -0.01
F 2.2969 0.8388 -2.7836 0.05 -0.02 0.03
C 3.9802 0.4018 0.5112 0.19 -0.02 0.05
F 4.8284 -0.6070 0.2545 -0.02 0.02 0.05
F 3.5471 0.2415 1.7693 0.01 0.00 0.01
F 4.7760 1.5157 0.5191 -0.09 0.02 -0.03
C -1.8338 -1.1633 -2.3806 -0.16 0.07 -0.07
C -2.8865 -1.0042 -3.2727 -0.04 0.03 -0.07
C -1.3974 -2.5992 -1.9871 -0.03 0.04 -0.18
O -1.1317 -2.7794 -0.6832 0.60 0.32 0.18
C -2.4600 -3.7050 -2.3235 -0.10 -0.09 0.09
F -2.8417 -3.8698 -3.6226 0.07 -0.01 0.05
F -1.9867 -4.9134 -1.9562 -0.06 0.06 -0.02
F -3.5970 -3.5040 -1.6362 0.04 0.03 0.01
C -0.1222 -2.9571 -2.8516 0.10 0.03 -0.10
F 0.7085 -1.9015 -2.9313 0.05 -0.12 0.09
F -0.3634 -3.3414 -4.1258 -0.08 0.05 -0.01
F 0.5952 -3.9520 -2.2891 -0.02 -0.06 -0.10
H -4.7161 1.3211 -4.9910 0.00 0.00 0.00
H -5.4060 -0.1509 -4.3108 0.01 0.00 0.02
H -4.2871 -0.2503 -5.6640 0.01 -0.01 0.01
H -2.8953 2.3192 -3.7629 -0.01 0.00 -0.01
H -1.0676 2.1435 -2.1941 0.01 -0.01 0.01
H -1.6894 1.8301 0.0987 0.00 -0.01 -0.03
H -1.0158 3.8642 1.2800 0.00 0.02 0.01
H 0.7271 5.4030 1.9663 -0.01 0.00 0.00
H 2.3277 5.2421 1.2405 0.00 -0.01 0.00
H 1.9789 4.4664 2.7817 0.00 0.00 0.01
H 3.0534 2.7681 0.7614 0.04 0.00 0.02
H -3.4059 -1.8810 -3.6291 0.00 0.02 -0.01
O 0.1292 -0.4236 2.8437 -0.07 0.19 0.01
B 0.4600 -1.6091 2.1023 0.06 -0.21 -0.02
O 0.7316 -2.6105 3.1259 0.02 -0.03 -0.03
C 0.5776 -2.0316 4.3323 -0.02 0.11 0.20
C 0.7332 -2.5714 5.5937 0.00 -0.02 -0.16
C 0.5115 -1.7325 6.6891 0.01 -0.02 0.08
C 0.1491 -0.4047 6.5154 -0.02 0.03 0.05
C -0.0090 0.1387 5.2379 0.02 -0.03 -0.16
C 0.2107 -0.6946 4.1601 0.02 -0.07 0.13
H 1.0191 -3.6077 5.7200 0.00 -0.01 0.00
H 0.6280 -2.1266 7.6923 0.00 0.00 0.00
H -0.0127 0.2222 7.3847 0.00 0.00 0.00
H -0.2871 1.1728 5.0812 0.00 0.01 0.02
```
Forces are in eV/Å.

E_LUMO (alpha / beta) = 4.7 / 4.7 eV
E_tot = -3523.576800 hartree
HOMO-LUMO gap (alpha / beta) = 5.2 / 5.9 eV
Total charge = -2
Spin multiplicity = 4
Energy above the lowest of the compared OMol25 structures with the same formula, charge and spin = 0.0 kJ/mol